ORCA calculation (the ωB97M-V functional and the def2-TZVPD basis) on a molecular structure, C7H3Cl3IrO7.

XYZ file:
```
21
Properties=species:S:1:pos:R:3:forces:R:3:nbo_charge:R:1
Ir 0.114284 1.376531 -2.021734 -1.38 -1.81 -1.39 1.587
Cl 0.124598 -4.131852 2.602969 -0.05 0.04 0.00 0.030
C -0.144608 -2.723876 1.631389 0.14 -0.07 -0.05 -0.082
C -1.299590 -1.952935 1.834530 -0.03 -0.09 0.10 -0.153
C -1.541679 -0.838344 1.084325 -0.40 -0.02 0.24 -0.126
Cl -2.967743 0.083513 1.358035 -0.01 0.01 -0.01 0.069
C -0.646639 -0.412454 0.084297 0.37 0.05 -0.36 0.473
O -0.964700 0.662464 -0.571664 -0.06 0.13 0.53 -0.591
C 0.521422 -1.208085 -0.109691 -0.35 0.27 0.19 -0.312
C 1.496245 -0.925876 -1.074811 0.15 0.07 -0.29 0.431
O 1.543933 0.024046 -1.891650 0.88 0.11 0.18 -0.549
C 0.752781 -2.361640 0.674955 -0.16 -0.15 0.25 -0.137
H -2.015962 -2.235261 2.593446 0.02 -0.04 0.02 0.253
H 2.328059 -1.627613 -1.140777 0.07 0.01 -0.14 0.185
H 1.642383 -2.955222 0.515239 0.03 0.03 -0.04 0.235
O -0.816331 0.577198 -3.320547 0.69 1.21 0.54 -0.555
O 0.122899 4.290879 -1.752302 -0.08 0.07 0.02 -0.831
Cl 0.343185 3.788418 -0.421012 -0.21 0.24 -0.26 2.535
O 1.108786 4.643016 0.389482 0.30 0.28 0.09 -0.768
O -0.878133 3.396078 0.182952 -0.18 0.00 0.18 -0.796
O 1.176811 2.531015 -0.647431 0.24 -0.34 0.18 -0.896
```
Forces are in eV/Å.

## Properties
LUMO level (spin up / spin down)   -1.9 / -2.2 eV
Multiplicity   2
Relative energy (zero: lowest compared OMol25 entry of this formula, charge and spin)   95.0 kJ/mol
<S²>   1.114

ORCA calculation (the ωB97M-V functional and the def2-TZVPD basis) on a molecular structure, C7H3Cl5MnN2O3.

XYZ file:
```
21
Properties=species:S:1:pos:R:3:forces:R:3:nbo_charge:R:1
Mn 0.000000 0.000000 0.000000 2.99 1.09 0.00 1.175
Cl 2.902200 2.502900 0.000000 0.98 0.89 0.00 -0.022
C 3.198900 0.803000 0.000000 0.23 -1.46 0.00 -0.034
C 2.076300 -0.018600 0.000000 -0.65 -0.75 0.00 -0.491
C 2.221800 -1.389200 0.000000 4.18 -1.20 0.00 -0.149
Cl 0.746400 -2.237200 0.000000 0.74 -3.22 0.00 0.033
C 3.488400 -1.980400 0.000000 -2.00 0.25 0.00 -0.090
Cl 3.629100 -3.710800 0.000000 0.18 -0.41 0.00 -0.070
C 4.630200 -1.156300 0.000000 0.82 -1.49 0.00 -0.268
Cl 6.218200 -1.869300 0.000000 0.17 -0.09 0.00 -0.082
C 4.484800 0.245700 0.000000 -1.42 2.37 0.00 -0.174
Cl 5.876800 1.285500 0.000000 0.23 0.03 0.00 -0.075
N -1.566100 1.234200 0.000000 -1.87 6.13 0.00 -0.700
N -2.765000 0.571400 0.000000 -1.46 3.02 0.00 -0.524
C -2.665600 -0.751300 0.000000 -2.61 -2.03 0.00 0.869
O -3.766500 -1.361300 0.000000 1.02 -0.47 0.00 -0.784
O -1.477300 -1.169700 0.000000 -2.52 -2.75 0.00 -0.811
H -1.378300 1.983000 0.845700 -0.56 -2.75 -2.31 0.399
H -1.378300 1.983000 -0.845700 -0.56 -2.75 2.31 0.399
H -3.664900 1.022900 0.000000 0.02 -0.18 0.00 0.362
O 0.495600 1.525200 0.000000 2.08 5.77 0.00 -0.964
```
Forces are in eV/Å.

## Properties
Total charge   -2
LUMO level (spin up / spin down)   5.1 / 5.1 eV
Multiplicity   6
Relative energy (zero: lowest compared OMol25 entry of this formula, charge and spin)   577.5 kJ/mol
<S²>   8.829

ORCA calculation (the ωB97M-V functional and the def2-TZVPD basis) on a molecular structure, C7H3CrNO4Se2Te2.

XYZ file:
```
20
Properties=species:S:1:pos:R:3:forces:R:3:nbo_charge:R:1
Cr 0.159781 0.158271 -1.764214 -0.72 -0.72 -0.89 1.129
O -1.233816 3.574927 0.066031 -0.01 -0.05 0.01 -0.689
C -0.663031 2.563612 -0.331719 -0.02 0.02 -0.10 0.759
O -0.410099 2.208153 -1.538663 -0.10 0.10 0.23 -0.771
C -0.115927 1.532015 0.662031 0.05 0.08 0.08 0.109
C -0.700289 1.017001 1.808814 0.07 0.04 0.04 -0.234
C -0.104396 -0.103150 2.383179 0.01 0.01 -0.02 -0.171
C 1.021296 -0.691025 1.811313 0.04 0.07 0.04 -0.241
C 1.533366 -0.104291 0.664446 0.08 0.05 0.08 0.105
N 0.992980 0.999656 0.169964 -0.14 -0.14 0.18 -0.478
C 2.570433 -0.644458 -0.327274 0.02 -0.03 -0.10 0.760
O 3.587293 -1.204032 0.072314 -0.05 -0.01 0.01 -0.689
O 2.212776 -0.398607 -1.535027 0.10 -0.09 0.23 -0.771
H -1.619523 1.437941 2.191709 0.00 0.00 0.00 0.223
H -0.564667 -0.565905 3.248945 0.01 0.01 0.01 0.198
H 1.448965 -1.606274 2.196320 0.00 0.00 0.00 0.224
Se -2.467169 0.041839 -2.069357 -0.09 0.71 0.11 -0.661
Te -3.830038 -1.901884 -2.823949 0.01 0.04 0.00 -0.071
Te -1.877180 -3.844582 -2.818820 0.04 0.01 0.00 -0.071
Se 0.059246 -2.469208 -2.066042 0.71 -0.09 0.11 -0.660
```
Forces are in eV/Å.

## Properties
Total charge   -2
LUMO level (spin up / spin down)   4.4 / 4.4 eV
Multiplicity   5
Relative energy (zero: lowest compared OMol25 entry of this formula, charge and spin)   102.4 kJ/mol
<S²>   6.030

ORCA calculation (the ωB97M-V functional and the def2-TZVPD basis) on a single C7H3N molecule.

XYZ file:
```
11
Properties=species:S:1:pos:R:3:forces:R:3:nbo_charge:R:1
C -0.665828 -0.511902 0.813543 -0.46 -0.08 0.28 -0.266
C -1.448780 0.333292 0.109652 -0.11 -0.20 0.26 -0.164
C 2.244925 0.453640 -1.370404 -0.14 0.04 -0.02 0.105
C 0.724747 -0.632392 0.446735 0.88 0.92 -1.34 0.055
C 1.632066 -0.256311 -0.276510 -0.64 -0.96 1.28 -0.081
C -0.892545 1.059658 -1.014300 1.34 -0.07 -0.32 -0.131
C 0.200935 1.172390 -1.543853 -1.06 0.21 0.12 0.222
N 1.460744 1.209295 -2.044104 0.15 0.27 -0.36 -0.404
H -1.055678 -1.082062 1.642616 -0.13 0.05 0.04 0.229
H -2.485018 0.481786 0.380765 0.00 -0.16 0.10 0.222
H 3.284900 0.377440 -1.638360 0.17 -0.02 -0.04 0.213
```
Forces are in eV/Å.

## Properties
LUMO level (spin up / spin down)   -1.3 / -1.3 eV
Relative energy (zero: lowest compared OMol25 entry of this formula, charge and spin)   100.9 kJ/mol
SMILES string   C1#C/C=N\C#C/C=C\1

Q: Which max |F| values were calculated for the entries above? A: 2.66, 6.41, 1.35, 1.85, in eV Å⁻¹.